*A*
# C3H6NO3

2 unconnected molecules or ions with the total composition C3H6NO3 (wB97M-V/def2-TZVPD, the Open Molecules 2025 dataset).

XYZ file:
```
13
Properties=species:S:1:pos:R:3
H 0.68226 0.59162 -0.45458
O -1.71405 -2.70562 0.31110
H -0.99988 -3.36313 0.15693
H 1.48084 0.76871 0.94396
C -3.23736 0.71157 -0.22069
H 2.14328 1.60683 -0.61353
H -3.47538 -1.15114 0.41628
O -3.80663 1.68538 -0.47025
C -1.33925 -1.44397 0.10380
C -2.67919 -0.51401 0.03778
H 0.63803 2.07127 0.10405
O -0.18277 -0.99174 0.08438
N 1.25733 1.29619 -0.02194
```

Summary:
HOMO (hartree): -0.48093
Total charge: +1
HOMO-LUMO gap (eV): 9.03


*B*
# C3H6NO3

2 unconnected molecules or ions with the total composition C3H6NO3 (wB97M-V/def2-TZVPD, the Open Molecules 2025 dataset).

XYZ file:
```
13
Properties=species:S:1:pos:R:3
H -0.80305 -0.25628 -0.75136
O 0.80646 1.87670 -0.45248
C -3.14050 -0.72597 0.76885
O -3.96013 -0.96420 1.54612
H 1.75979 -1.09173 0.47541
H 0.38609 -1.25665 -1.02624
C 1.85225 -0.07914 0.66416
H 0.40690 0.13478 -1.92724
O -2.24174 -0.51813 0.08148
H 1.43298 2.38429 0.15258
N 0.18141 -0.28454 -1.04328
C 1.05222 0.59364 -0.16311
H 2.26733 0.18721 1.67511
```

Summary:
HOMO (hartree): -0.53100
Total charge: +1
HOMO-LUMO gap (eV): 10.92


Going by the energies, *B* is most stable and the next is 79.9 kJ/mol up.


*A*
# C2H4O2

2 unconnected molecules or ions with the total composition C2H4O2 (wB97M-V/def2-TZVPD, the Open Molecules 2025 dataset).

XYZ file:
```
8
Properties=species:S:1:pos:R:3
H -1.33672 -0.15811 0.80353
H 0.24541 -0.44411 1.87006
C 0.54236 0.08749 -0.22822
O -0.04746 0.79959 -1.09757
H -0.43640 -1.51294 0.56339
O -0.18833 2.02938 -2.58044
C -0.33508 -0.42710 0.83133
H 1.55623 -0.37419 -0.16207
```

Summary:
HOMO (alpha / beta) (hartree): -0.38132 / -0.39436
HOMO-LUMO gap (alpha / beta) (eV): 9.81 / 10.03


*B*
# C2H4O2

2 unconnected molecules or ions with the total composition C2H4O2 (wB97M-V/def2-TZVPD, the Open Molecules 2025 dataset).

XYZ file:
```
8
Properties=species:S:1:pos:R:3
C 0.31247 -2.09254 -0.23461
H 0.99260 -2.81900 0.24423
H -0.35355 1.03885 0.53059
O -0.30185 2.38267 -0.94572
H 0.34917 -1.94706 -1.32274
H -0.24716 2.83153 1.04449
C -0.30147 2.08986 0.21960
O -0.45021 -1.48430 0.46415
```

Summary:
HOMO (hartree): -0.36694
SMILES: C=O.C=O
HOMO-LUMO gap (eV): 10.68


*C*
# C2H4O2

2 unconnected molecules or ions with the total composition C2H4O2 (wB97M-V/def2-TZVPD, the Open Molecules 2025 dataset).

XYZ file:
```
8
Properties=species:S:1:pos:R:3
H 0.55734 0.54333 0.26738
H -0.56543 0.00939 0.30301
H -1.40240 -1.67260 0.01250
O -2.48327 -0.08845 0.81016
C 1.46400 0.58438 -0.38205
H 1.66660 -0.30838 -1.02032
O 2.25199 1.54727 -0.34859
C -1.48883 -0.61492 0.35791
```

Summary:
HOMO (hartree): -0.36781
SMILES: C=O.C=O
HOMO-LUMO gap (eV): 9.94


Going by the energies, *B* is most stable and the next is 75.9 kJ/mol up.